C27H41BrEuN2P2 | ωB97M-V/def2-TZVPD

Values from the calculation:
**Multiplicity**: 8
**HOMO-LUMO gap (alpha / beta)**: 0.191 / 0.125 hartree
**Strongest force on any atom**: 3.22 eV/Å
**Net charge**: +2
**E_HOMO (alpha / beta)**: -10.7 / -12.5 eV
**Energy**: -5129.173289 hartree

Last column: Mulliken spin population.
Positions of all 74 atoms, in Å:
C 1.15326 -2.05213 -3.86288  0.00
C 2.20748 -2.05327 -2.91857  0.00
C 3.36465 -1.30601 -3.19733  0.00
C 3.34435 -0.45651 -4.31076  0.00
N 2.28370 -0.36772 -5.11276  0.00
C 1.22874 -1.16037 -4.93431  0.00
C 2.01661 -2.71394 -1.66265  -0.01
C 1.81131 -3.36242 -0.64226  0.01
C 0.89642 -3.62518 0.44384  -0.12
C 0.30379 -2.48447 1.02707  0.08
C -0.67857 -2.65002 2.03022  0.09
C -1.35254 -3.87038 1.98890  0.56
C -0.78853 -5.03121 1.48869  -0.09
C 0.43198 -4.90217 0.78808  0.10
Eu -2.60134 -2.30974 0.25604  5.03
P -1.00485 0.97433 -1.01083  0.12
H 4.24439 -1.36102 -2.55694  0.00
H 0.29400 -2.70976 -3.74463  0.00
H 4.20923 0.17387 -4.53487  0.00
H 0.40048 -1.09252 -5.64888  0.00
H 0.97714 -5.77198 0.42430  0.01
H 0.63017 -1.49662 0.70524  0.07
H -1.26049 -5.99339 1.66264  0.01
H -1.00122 -1.83034 2.68153  0.01
C -1.55271 2.71317 -0.60797  0.01
C -0.89611 3.93252 -1.24866  0.00
H -1.43086 2.77541 0.48635  0.00
H -2.63486 2.72909 -0.80934  0.00
H -1.37739 4.83697 -0.84971  0.00
H 0.17215 4.01623 -1.01504  0.00
H -1.02434 3.96808 -2.33795  0.00
C 0.82070 1.15421 -1.38659  0.00
C 1.27876 1.92459 -2.61485  0.00
H 1.18652 0.11874 -1.45664  0.02
H 1.27769 1.58989 -0.48428  -0.01
H 2.37739 1.98159 -2.60752  0.00
H 1.01080 1.42057 -3.55160  0.00
H 0.91026 2.95696 -2.65164  0.00
C -1.71745 0.65294 -2.68704  0.01
C -1.90913 1.82321 -3.64390  0.01
H -2.69812 0.18985 -2.48555  0.01
H -1.09039 -0.12363 -3.14925  0.00
H -2.46967 1.47226 -4.52077  0.00
H -2.48583 2.64093 -3.19691  0.00
H -0.96216 2.23067 -4.02126  0.00
Br -3.50951 -3.78031 2.45576  0.26
P 0.78612 0.77062 2.27229  0.49
C 1.64655 2.39869 1.99521  0.08
C 1.98050 3.23861 3.21985  0.03
H 0.96915 2.96086 1.33066  -0.01
H 2.56192 2.19868 1.42009  0.00
H 2.44227 4.18171 2.90051  0.01
H 1.08939 3.49620 3.80265  0.00
H 2.70181 2.74917 3.88617  0.00
C -0.03342 0.96498 3.92538  0.07
C 0.78707 0.62401 5.16414  0.03
H -0.92122 0.31293 3.85756  0.00
H -0.41232 1.99684 3.98990  0.00
H 0.14947 0.71832 6.05292  0.01
H 1.16860 -0.40401 5.13767  0.00
H 1.63008 1.31207 5.30483  0.00
C 2.18986 -0.41750 2.55975  0.07
C 3.48023 0.13077 3.15473  0.04
H 2.38475 -0.86205 1.56977  0.00
H 1.80667 -1.24158 3.18052  0.00
H 4.22146 -0.67905 3.18663  0.01
H 3.90497 0.94150 2.55052  0.00
H 3.33664 0.48434 4.18514  0.00
C -7.53390 -1.56484 -0.27094  0.00
C -6.09443 -1.68982 -0.25114  0.00
N -4.93270 -1.78824 -0.26825  0.00
H -7.98909 -2.47875 0.14401  0.00
H -7.86866 -1.42774 -1.31136  0.00
H -7.83759 -0.69770 0.33625  0.00